A cluster of 12 separate species, C26H79N18O12 in total in a non-equilibrium geometry. Source: the Open Molecules 2025 dataset; level of theory: the ωB97M-V functional and the def2-TZVPD basis.

```
135
Properties=species:S:1:pos:R:3:mulliken_charge:R:1
C -0.622 -0.145 0.009 2.175
C -1.348 0.796 -0.996 0.128
C -0.278 1.829 -1.498 -0.507
O -1.900 0.060 -1.980 -1.160
H 0.031 0.491 0.620 -0.564
H 0.035 -0.864 -0.484 -0.348
H -1.311 -0.737 0.623 0.646
H -2.073 1.503 -0.526 -0.788
H 0.136 2.218 -0.563 -0.318
H -0.802 2.669 -1.958 -0.221
H 0.549 1.462 -2.101 0.437
C 2.598 -4.508 -0.969 -0.769
C 3.748 -4.207 -0.009 0.975
C 3.182 -3.468 1.202 -0.930
O 2.536 -2.284 0.777 0.237
C 2.036 -1.489 1.869 -0.059
N 4.451 -5.406 0.496 -0.866
H 2.211 -3.628 -1.476 -0.005
H 1.734 -4.999 -0.513 0.034
H 3.020 -5.221 -1.685 0.437
H 4.536 -3.562 -0.411 -0.121
H 3.995 -3.215 1.892 0.404
H 2.473 -4.178 1.659 0.075
H 2.370 -0.484 1.588 -0.128
H 2.219 -1.775 2.898 0.653
H 0.975 -1.332 1.642 -0.629
H 3.712 -6.035 0.806 0.309
H 4.859 -5.823 -0.336 0.293
C -2.269 -6.227 0.561 -1.584
C -1.797 -4.855 0.054 1.483
C -0.970 -4.102 1.061 0.083
O -1.766 -3.846 2.208 -0.482
C -0.954 -3.525 3.323 -0.512
N -1.023 -5.104 -1.180 -0.587
H -2.425 -6.954 -0.234 0.443
H -3.149 -6.029 1.171 0.314
H -1.414 -6.657 1.093 0.322
H -2.672 -4.272 -0.268 -0.309
H -0.586 -3.158 0.653 -0.322
H -0.074 -4.683 1.316 0.120
H -1.639 -3.573 4.170 0.431
H -0.621 -2.479 3.266 0.063
H -0.075 -4.161 3.447 0.436
H -1.593 -5.394 -1.964 0.413
H -0.680 -4.194 -1.482 -0.228
C 5.043 -0.864 -2.640 -1.457
C 4.276 0.248 -1.942 1.554
C 4.299 1.497 -2.788 -1.598
O 3.904 2.588 -1.958 -0.091
C 3.911 3.825 -2.609 -0.979
N 2.895 -0.259 -1.804 -0.091
H 4.831 -0.977 -3.702 0.317
H 4.962 -1.856 -2.192 0.142
H 6.130 -0.699 -2.562 0.443
H 4.691 0.595 -0.988 -0.281
H 3.662 1.427 -3.677 0.486
H 5.327 1.717 -3.109 0.444
H 3.449 3.770 -3.599 0.316
H 4.951 4.177 -2.685 0.314
H 3.423 4.619 -2.040 0.288
H 2.858 -0.825 -0.957 -0.046
H 2.327 0.576 -1.695 -0.237
C 4.611 2.287 1.207 -1.423
C 3.345 3.129 1.295 0.393
C 3.445 4.538 0.740 0.149
O 2.328 5.280 1.184 -0.320
C 2.123 6.473 0.481 -0.789
N 2.355 2.351 0.501 0.464
H 5.467 2.866 1.586 0.501
H 4.952 2.096 0.187 0.131
H 4.513 1.368 1.774 0.313
H 3.034 3.239 2.337 0.450
H 3.479 4.590 -0.355 -0.630
H 4.374 4.961 1.163 0.405
H 1.819 6.303 -0.564 0.248
H 3.039 7.068 0.485 0.344
H 1.250 6.982 0.886 0.298
H 2.526 2.510 -0.494 -0.211
H 1.482 2.873 0.596 -0.072
C -0.041 1.447 4.079 0.621
O 0.000 0.255 4.434 -0.754
N 0.352 2.459 4.902 -0.411
N -0.403 1.814 2.826 0.156
H 0.436 3.423 4.637 0.155
H 0.687 2.229 5.818 0.252
H -0.284 2.728 2.428 0.195
H -0.585 1.034 2.215 -0.444
C -3.005 4.905 0.886 0.579
O -2.235 5.236 1.778 -0.662
N -4.370 4.826 1.087 -0.372
N -2.675 4.781 -0.446 -0.179
H -4.792 4.844 1.991 0.207
H -4.871 4.613 0.246 0.150
H -3.383 4.587 -1.122 0.165
H -1.715 4.940 -0.684 0.090
C -0.079 -2.633 -3.356 0.442
O 0.738 -3.548 -3.468 -0.670
N -1.436 -2.747 -3.147 -0.210
N 0.272 -1.361 -3.061 0.012
H -1.908 -1.930 -2.773 0.165
H -1.918 -3.611 -3.290 0.233
H 1.171 -1.139 -2.660 0.197
H -0.425 -0.622 -3.039 0.167
C -3.269 -1.368 4.713 0.548
O -4.458 -1.665 4.590 -0.779
N -2.777 -0.656 5.771 -0.397
N -2.298 -1.721 3.820 -0.158
H -1.773 -0.584 5.807 0.213
H -3.377 -0.240 6.452 0.226
H -2.549 -2.244 3.001 0.276
H -1.446 -1.179 3.795 0.012
C -5.239 0.455 1.335 0.528
O -5.820 0.728 0.297 -0.648
N -5.791 -0.061 2.488 -0.398
N -3.892 0.765 1.536 -0.333
H -5.114 -0.332 3.180 0.186
H -6.640 -0.593 2.441 0.235
H -3.469 1.040 0.666 0.204
H -3.441 0.190 2.226 0.111
C -1.642 3.531 -4.492 0.669
O -2.300 2.591 -4.877 -0.582
N -0.436 3.879 -5.055 -0.387
N -2.130 4.454 -3.602 -0.373
H 0.006 3.349 -5.777 0.213
H 0.037 4.681 -4.680 0.130
H -1.477 5.133 -3.258 0.143
H -3.029 4.352 -3.183 0.165
C -5.177 -1.879 -2.585 0.645
O -4.935 -1.140 -3.520 -0.636
N -6.153 -2.856 -2.569 -0.414
N -4.400 -1.866 -1.437 0.016
H -6.117 -3.383 -1.718 0.149
H -6.753 -3.013 -3.350 0.218
H -4.564 -2.524 -0.699 0.139
H -3.556 -1.296 -1.437 -0.249
```

Multiplicity: 1
Total charge: -1
Orbital gap: 5.93 eV
LUMO level: 1.8 eV

---

A structure of composition C39H37GeIrN4O2Se4. Source: the Open Molecules 2025 dataset; level of theory: the ωB97M-V functional and the def2-TZVPD basis.

```
88
Properties=species:S:1:pos:R:3:mulliken_spin:R:1
Ir 0.273 0.094 0.513 0.922
C -2.429 -0.895 1.607 0.015
N -1.516 0.271 1.652 0.010
C -2.191 1.480 1.127 -0.020
C -1.288 2.438 0.388 0.011
C -1.590 3.780 0.302 0.005
C -0.827 4.592 -0.525 -0.001
C 0.227 4.036 -1.220 -0.001
C 0.510 2.691 -1.056 -0.002
N -0.242 1.903 -0.282 -0.035
C -0.879 0.374 2.989 0.025
C 0.071 -0.797 3.154 -0.015
C 0.365 -1.353 4.381 -0.001
C 1.287 -2.390 4.447 0.000
C 1.867 -2.857 3.280 0.000
C 1.520 -2.265 2.079 -0.003
N 0.645 -1.258 2.021 -0.014
C -2.244 -1.699 0.343 -0.009
C -2.988 -2.843 0.106 0.002
C -2.812 -3.513 -1.093 0.001
C -1.920 -3.002 -2.023 0.001
C -1.215 -1.860 -1.701 0.001
N -1.352 -1.232 -0.529 0.060
H -3.465 -0.551 1.665 -0.002
H -2.261 -1.526 2.480 0.001
H -2.767 1.992 1.902 -0.003
H -2.903 1.114 0.383 0.000
H -2.418 4.184 0.870 0.000
H -1.047 5.648 -0.609 0.000
H 0.855 4.629 -1.866 0.000
H 1.361 2.221 -1.532 0.002
H -1.631 0.371 3.786 -0.002
H -0.306 1.303 3.030 -0.006
H -0.110 -0.971 5.275 0.000
H 1.543 -2.830 5.401 0.000
H 2.583 -3.666 3.289 0.000
H 1.939 -2.587 1.134 0.004
H -3.692 -3.197 0.848 0.001
H -3.369 -4.417 -1.301 0.000
H -1.762 -3.482 -2.978 0.001
H -0.515 -1.420 -2.397 0.004
Se 2.262 -1.736 -1.951 0.004
Se 2.396 -3.907 -1.776 0.000
Se 5.525 -2.974 -1.800 -0.001
Se 4.473 -1.096 -2.013 -0.001
O 2.003 1.424 2.104 0.041
C 2.755 1.062 1.190 0.024
O 2.318 0.451 0.139 -0.009
C 4.247 1.267 1.290 -0.010
C 4.664 2.678 1.707 0.002
Ge 4.225 4.214 0.550 -0.001
C 2.542 5.080 1.061 0.001
C 2.265 6.356 0.562 0.000
C 1.150 7.066 0.985 0.000
C 0.299 6.518 1.937 0.000
C 0.570 5.260 2.454 0.000
C 1.681 4.545 2.019 -0.005
C 4.269 3.772 -1.359 0.001
C 3.607 4.574 -2.289 0.000
C 3.699 4.329 -3.653 0.000
C 4.473 3.275 -4.116 0.000
C 5.160 2.481 -3.210 0.000
C 5.058 2.730 -1.847 0.000
C 5.595 5.570 0.854 0.000
C 6.473 5.966 -0.152 0.000
C 7.441 6.933 0.090 0.000
C 7.541 7.514 1.345 0.000
C 6.671 7.130 2.357 0.000
C 5.704 6.167 2.110 0.000
H 4.714 0.963 0.357 0.001
H 4.578 0.553 2.052 0.001
H 5.751 2.712 1.810 0.000
H 4.263 2.897 2.700 0.000
H 2.947 6.827 -0.137 0.000
H 0.962 8.059 0.594 0.000
H -0.556 7.082 2.289 0.000
H -0.077 4.838 3.215 0.000
H 1.872 3.560 2.426 0.001
H 3.014 5.416 -1.950 0.000
H 3.180 4.970 -4.354 0.000
H 4.556 3.086 -5.178 0.000
H 5.789 1.674 -3.566 0.000
H 5.630 2.115 -1.163 0.000
H 6.406 5.517 -1.138 0.000
H 8.116 7.232 -0.701 0.000
H 8.294 8.268 1.536 0.000
H 6.745 7.584 3.337 0.000
H 5.020 5.889 2.907 0.000
```

Multiplicity: 2
Energy above the lowest of the compared OMol25 structures with the same formula, charge and spin: 2.720 eV
⟨S²⟩: 0.754
Total charge: +1
Orbital gap (alpha / beta): 5.44 / 5.44 eV
LUMO level (alpha / beta): -4.4 / -4.4 eV

---

A cluster of 14 separate species, C6H39NO14 in total in a non-equilibrium geometry. Source: the Open Molecules 2025 dataset; level of theory: the ωB97M-V functional and the def2-TZVPD basis.

```
60
Properties=species:S:1:pos:R:3:mulliken_charge:R:1
O 1.799 -1.918 1.031 -0.637
C 0.802 -1.619 1.740 0.683
N 0.497 -0.165 2.059 0.265
C -0.703 0.166 2.898 -1.300
C -1.974 -0.285 2.228 0.637
C -3.256 0.298 2.951 -0.698
C -4.415 0.612 2.106 -0.625
C 0.344 -2.534 2.788 -1.546
H 0.769 0.416 1.287 0.347
H -0.982 1.265 2.641 0.448
H -0.661 -0.208 3.952 0.151
H -2.127 -1.449 2.181 0.158
H -1.990 -0.146 1.140 -0.158
H -3.069 1.106 3.650 0.525
H -3.499 -0.496 3.767 0.273
H -5.349 0.498 2.783 0.286
H -4.526 0.028 1.133 0.296
H -4.557 1.763 1.769 -0.126
H 1.021 -3.407 2.779 0.395
H -0.650 -2.909 2.709 0.332
H 0.113 -2.087 3.810 0.294
H 1.552 0.498 -1.401 0.243
H 2.176 -0.127 -0.241 0.350
O 1.536 0.474 -0.521 -0.410
H -2.063 -1.309 -0.690 0.212
H -1.685 -2.635 -0.401 0.348
O -2.243 -2.024 0.011 -0.560
H 3.120 4.501 -2.169 0.331
H 3.769 3.075 -2.126 0.275
O 3.447 3.678 -2.663 -0.605
H 0.253 2.119 -3.081 0.282
H 0.461 1.163 -4.123 0.328
O -0.253 1.404 -3.502 -0.624
H 0.491 -1.678 -0.845 0.349
H -0.172 -0.987 -1.781 0.284
O 0.052 -1.886 -1.733 -0.629
H 4.829 -1.160 -0.499 0.285
H 3.497 -1.474 0.067 0.236
O 3.973 -0.921 -0.502 -0.619
H -4.366 2.931 0.206 0.275
H -3.963 2.357 -0.903 0.273
O -3.947 3.238 -0.522 -0.587
H -3.394 0.677 -2.450 0.360
H -1.899 0.589 -2.535 0.261
O -2.513 0.395 -1.792 -0.598
H -1.733 -2.831 -2.809 0.286
H -2.426 -2.599 -4.071 0.284
O -2.551 -2.646 -3.137 -0.560
H 1.707 -0.421 -5.854 0.283
H 2.589 0.059 -4.827 0.285
O 1.754 0.285 -5.239 -0.595
H 2.787 -0.790 -2.304 0.284
H 3.646 0.458 -2.345 0.231
O 3.051 -0.091 -2.831 -0.573
H 2.962 -0.317 2.327 0.444
H 4.217 -0.773 3.248 0.241
O 3.669 -0.096 2.935 -0.656
H 2.838 2.504 2.016 0.310
H 3.864 2.438 3.104 0.293
O 3.380 2.991 2.583 -0.616
```

Multiplicity: 1
Energy above the lowest of the compared OMol25 structures with the same formula, charge and spin: 7.531 eV
Orbital gap: 9.94 eV
LUMO level: 0.1 eV

---

A structure of composition C31H32As2DyIN2O3 in a non-equilibrium geometry. Source: the Open Molecules 2025 dataset; level of theory: the ωB97M-V functional and the def2-TZVPD basis.

```
72
Properties=species:S:1:pos:R:3:mulliken_spin:R:1
Dy 0.133 2.776 1.679 5.246
N 0.778 4.481 0.160 -0.024
C 2.228 4.692 -0.074 -0.003
C 3.145 3.859 0.851 -0.001
O 4.382 3.796 0.622 -0.001
N 2.436 3.187 1.820 -0.018
C 3.199 2.590 2.922 0.000
C 2.281 1.710 3.778 0.005
O 2.644 0.945 4.720 -0.005
O 0.989 2.001 3.509 -0.039
H 0.354 5.282 0.657 0.001
H 0.213 4.501 -0.725 0.000
H 2.505 4.374 -1.063 -0.001
H 2.501 5.756 0.045 -0.001
H 3.981 2.028 2.439 -0.001
H 3.543 3.389 3.560 -0.001
C -0.158 -1.750 -0.194 -0.001
C -1.374 -1.559 0.672 -0.001
As -2.532 0.067 0.166 -0.002
C -2.464 0.167 -1.782 0.003
C -3.464 -0.266 -2.669 0.000
C -3.443 0.221 -3.962 0.000
C -2.392 1.030 -4.454 0.000
C -1.379 1.418 -3.554 0.000
C -1.434 0.998 -2.229 -0.005
C -4.207 -0.916 0.439 0.001
C -4.453 -2.201 -0.049 0.000
C -5.655 -2.838 0.194 0.000
C -6.693 -2.215 0.929 0.000
C -6.475 -0.886 1.370 0.000
C -5.217 -0.293 1.224 -0.001
As 1.566 -0.828 0.321 -0.013
C 2.459 -2.312 1.285 0.001
C 2.482 -2.250 2.667 0.000
C 3.229 -3.156 3.426 0.000
C 4.163 -3.984 2.799 0.000
C 4.169 -4.043 1.390 0.000
C 3.333 -3.221 0.627 0.000
C 2.314 -1.125 -1.506 0.001
C 1.956 -2.213 -2.312 0.001
C 2.117 -2.178 -3.693 0.000
C 2.552 -0.997 -4.306 0.000
C 3.024 0.062 -3.514 0.000
C 2.931 -0.025 -2.107 0.000
H -0.362 -1.385 -1.233 0.000
H 0.070 -2.830 -0.324 0.000
H -1.084 -1.339 1.702 0.000
H -2.036 -2.448 0.671 0.000
H -4.250 -0.918 -2.335 0.000
H -4.263 -0.122 -4.601 0.000
H -2.348 1.290 -5.511 0.000
H -0.561 2.042 -3.836 0.000
H -0.717 1.319 -1.491 -0.001
H -3.727 -2.647 -0.699 0.000
H -5.743 -3.831 -0.164 0.000
H -7.619 -2.741 1.155 0.000
H -7.242 -0.321 1.826 0.000
H -4.932 0.592 1.734 0.000
H 1.940 -1.461 3.167 0.001
H 3.069 -3.242 4.497 0.000
H 4.798 -4.681 3.294 0.000
H 4.788 -4.727 0.831 0.000
H 3.277 -3.348 -0.441 0.000
H 1.587 -3.125 -1.856 0.000
H 1.883 -3.111 -4.231 0.000
H 2.518 -0.878 -5.362 0.000
H 3.498 0.898 -3.977 0.000
H 3.303 0.796 -1.471 0.000
I -2.401 2.523 3.751 0.007
C -1.259 4.190 2.729 -0.139
H -0.453 4.450 3.409 -0.004
H -2.003 4.978 2.689 -0.006
```

Multiplicity: 6
Energy above the lowest of the compared OMol25 structures with the same formula, charge and spin: 0.601 eV
⟨S²⟩: 9.161
Orbital gap (alpha / beta): 7.43 / 7.90 eV
LUMO level (alpha / beta): -1.0 / -0.6 eV

---

A structure of composition C31H30BrF4N3Os in a non-equilibrium geometry. Source: the Open Molecules 2025 dataset; level of theory: the ωB97M-V functional and the def2-TZVPD basis.

```
70
Properties=species:S:1:pos:R:3:mulliken_spin:R:1
Os 0.235 0.445 -1.347 2.634
Br 0.387 -6.863 -2.700 0.000
C -0.179 -5.075 -2.533 -0.002
C -1.535 -4.768 -2.593 0.003
C -1.957 -3.463 -2.448 -0.009
C -1.023 -2.444 -2.246 -0.084
C 0.333 -2.769 -2.210 0.089
C 0.764 -4.071 -2.349 0.025
N -1.349 -1.087 -2.075 0.093
C -2.518 -0.596 -2.218 -0.006
C -2.695 0.847 -2.205 0.022
C -3.912 1.429 -2.520 0.008
C -3.976 2.802 -2.714 0.008
C -2.804 3.537 -2.643 -0.004
C -1.627 2.890 -2.299 -0.001
N -1.587 1.588 -2.027 0.046
H -2.257 -5.557 -2.751 0.000
H -3.018 -3.255 -2.489 0.000
H 1.060 -1.966 -2.095 0.001
H 1.818 -4.312 -2.322 0.001
H -3.385 -1.205 -2.456 0.001
H -4.790 0.809 -2.644 0.000
H -4.917 3.281 -2.949 0.000
H -2.792 4.597 -2.854 0.000
H -0.697 3.438 -2.255 -0.003
C 1.873 3.262 2.435 0.015
C 0.410 3.127 1.986 0.000
C 0.254 3.518 0.523 0.035
C -0.244 1.807 2.392 0.007
C -1.082 1.880 3.494 -0.009
C -1.638 0.752 4.068 0.022
C -1.353 -0.487 3.536 -0.016
C -0.538 -0.643 2.420 0.014
C -0.443 -2.083 1.922 0.004
C 0.799 -2.559 1.170 0.035
C -1.708 -2.360 1.095 0.033
C 0.015 0.525 1.827 0.064
N 0.958 0.419 0.766 0.354
C 2.255 0.311 1.074 0.179
C 2.767 0.285 2.403 0.151
C 4.119 0.195 2.620 -0.042
C 5.015 0.121 1.548 0.212
C 4.548 0.134 0.228 -0.025
C 3.207 0.224 0.036 0.100
F 2.682 0.228 -1.222 0.025
H 2.148 4.317 2.431 0.002
H 2.559 2.741 1.767 0.004
H 2.016 2.884 3.448 -0.003
H -0.146 3.887 2.537 0.002
H 0.783 2.826 -0.153 0.037
H 0.690 4.503 0.348 0.000
H -0.803 3.554 0.273 -0.005
H -1.280 2.848 3.939 0.001
H -2.270 0.837 4.942 0.000
H -1.769 -1.371 4.002 0.002
H -0.502 -2.702 2.820 0.000
H 0.898 -2.091 0.192 0.009
H 0.707 -3.632 0.997 0.001
H 1.711 -2.397 1.745 0.003
H -1.780 -1.623 0.296 -0.009
H -2.603 -2.280 1.711 -0.001
H -1.677 -3.358 0.655 0.001
H 2.070 0.349 3.227 0.003
H 4.493 0.186 3.634 0.002
H 6.078 0.054 1.732 0.000
H 5.221 0.070 -0.617 0.001
F 1.727 -0.135 -3.660 0.001
C 0.853 0.793 -3.250 -0.040
F -0.104 0.869 -4.178 0.004
F 1.501 1.983 -3.218 0.002
```

Multiplicity: 5
⟨S²⟩: 6.059
Total charge: +2
Orbital gap (alpha / beta): 6.73 / 5.50 eV
LUMO level (alpha / beta): -7.2 / -8.4 eV

---

An isolated molecule of C12H12S in a non-equilibrium geometry. Source: the Open Molecules 2025 dataset; level of theory: the ωB97M-V functional and the def2-TZVPD basis.

```
25
Properties=species:S:1:pos:R:3:mulliken_charge:R:1
C 2.947 1.590 1.826 -0.656
C 2.816 2.237 0.610 -0.497
C 2.194 0.439 1.972 -0.566
C 1.844 1.782 -0.407 -0.551
C 1.247 0.018 1.104 1.076
C 1.157 0.702 -0.085 0.090
C 0.330 -1.017 1.473 -0.810
C -0.795 -1.445 0.917 -0.846
C -0.765 -0.454 -1.493 0.439
C -1.406 -1.225 -0.384 1.292
C -1.451 0.303 -2.523 -1.468
C -2.945 -1.460 -0.377 -1.570
S -0.313 -2.154 -1.658 -0.233
H 3.675 1.795 2.528 0.467
H 3.225 3.279 0.651 0.280
H 2.086 -0.040 2.907 0.303
H 1.629 2.214 -1.354 0.441
H 0.655 -1.284 2.478 0.244
H -1.230 -2.132 1.588 0.225
H -2.361 -0.176 -2.926 0.396
H -0.853 0.487 -3.390 0.354
H -1.850 1.234 -2.208 0.362
H -3.582 -0.627 -0.441 0.326
H -3.043 -2.035 0.436 0.500
H -3.211 -2.032 -1.242 0.402
```

Multiplicity: 1
Energy above the lowest of the compared OMol25 structures with the same formula, charge and spin: 4.058 eV
Orbital gap (alpha / beta): 7.97 / 8.16 eV
LUMO level (alpha / beta): 0.3 / 0.1 eV

---

| no. | calculated total energy (a.u.) |
| --- | --- |
| 1 | -2926.68317 |
| 2 | -13664.67231 |
| 3 | -1359.94781 |
| 4 | -7189.92010 |
| 5 | -4427.05003 |
| 6 | -862.43074 |